The following is a quantum chemistry calculation of a molecular structure, C22H36AsAuN2OS2, from the OMol25 dataset.

Atoms and positions in Å:
Au1 -0.08562 0.12987 0.42745
As1 -0.29504 2.61264 -0.20710
S1 0.46519 0.19605 3.08984
S2 2.28847 0.22916 0.28241
O1 -0.13501 -7.13489 -1.33503
N1 0.03669 -2.40757 0.21623
N2 -0.88141 -7.36660 0.77592
C1 -5.27871 0.67558 -1.09698
C2 -3.30432 -0.21298 0.06060
C3 4.38085 0.66174 1.91901
C4 2.11249 0.52135 3.02296
C5 0.53230 -3.05105 -0.83337
C6 -0.40916 -6.63550 -0.26253
C7 -4.75668 -0.37608 -0.10921
C8 -2.43144 4.65863 -0.44364
C9 0.39694 -4.41789 -1.00818
C10 0.51896 4.14150 0.71660
C11 0.33899 4.00111 -2.75427
C12 2.77779 0.84092 4.33926
C13 0.46380 2.68316 -2.00725
C14 -0.80248 -4.47078 1.05225
C15 -5.45775 -0.19713 1.24199
C16 -0.62217 -3.09969 1.13638
C17 -2.15429 3.16357 -0.46912
C18 2.88429 0.47612 1.85328
C19 2.01382 3.97853 0.93796
C20 -5.04781 -1.78051 -0.65594
C21 -0.28004 -5.14962 -0.04205
C22 -2.10908 -0.08535 0.19891
H1 -6.12305 -1.92306 -0.78389
H2 -5.26230 0.79423 1.65174
H3 -6.53668 -0.31618 1.12007
H4 2.41961 4.84168 1.46845
H5 4.63386 1.66885 2.26115
H6 0.78992 4.82778 -2.20199
H7 4.84298 -0.04528 2.61011
H8 2.55349 3.88718 -0.00659
H9 0.80298 -4.91750 -1.87532
H10 -2.72446 2.63682 0.29711
H11 -2.17731 5.10027 0.52085
H12 0.29838 5.03273 0.12432
H13 -1.07712 -6.97444 1.67661
H14 4.82459 0.52244 0.93640
H15 -0.00502 4.24794 1.66887
H16 -1.87687 5.20122 -1.20942
H17 2.18610 1.58247 4.87512
H18 1.50775 2.38054 -1.89359
H19 -0.70377 4.25624 -2.94554
H20 -4.55822 -1.92682 -1.61855
H21 -2.44943 2.70429 -1.41547
H22 -4.78852 0.57395 -2.06580
H23 -0.98633 -8.35636 0.63641
H24 -3.49344 4.84652 -0.61271
H25 2.22908 3.08581 1.52406
H26 -4.67533 -2.53913 0.03280
H27 3.79309 1.21471 4.23983
H28 -6.35557 0.56118 -1.23856
H29 -1.36600 -4.96130 1.83378
H30 -5.08709 1.68186 -0.72154
H31 -5.10627 -0.93619 1.96203
H32 -0.03503 1.86987 -2.54025
H33 1.05811 -2.44427 -1.56109
H34 -1.02619 -2.52666 1.96198
H35 2.80366 -0.05295 4.96630
H36 0.84301 3.94583 -3.72092

Summary:
2S+1 ... 3
Electronic energy ... -4212.401723 a.u.
Strongest force on any atom ... 0.380 eV Å⁻¹

---

The following is a quantum chemistry calculation of a molecular structure, C22H36BNO6PPd, from the OMol25 dataset.

Atoms and positions in Å:
Pd1 0.41928 -0.60261 -0.93611
P1 -0.93600 1.16616 -1.83261
O1 0.69187 0.58486 2.00818
O2 2.64403 -0.05906 -1.08976
O3 -1.18908 -2.21681 -1.16301
O4 0.16597 -1.62320 1.94635
O5 4.64384 -0.94106 -0.56062
O6 -1.44425 -4.43293 -0.90382
N1 1.45272 -2.42726 -0.79636
C1 2.75770 -2.37230 -0.53764
C2 -3.29571 2.54299 -0.75928
C3 1.32603 -4.68949 -0.16286
C4 -0.68810 0.67228 3.95255
C5 2.11529 -1.94300 3.27207
C6 -1.39392 -0.55785 -3.94825
C7 -0.78126 -3.39618 -0.91565
C8 2.68714 -4.66513 0.10796
C9 3.42051 -3.49956 -0.07846
C10 0.72283 -3.52571 -0.61534
C11 0.69293 -1.39105 3.26258
C12 -1.09319 2.75563 0.43987
C13 3.42756 -0.99741 -0.74601
C14 -2.14031 0.38924 -3.00378
C15 1.79811 0.79047 4.12583
C16 -3.00916 1.32150 -3.85001
C17 -0.86004 3.82714 -3.00097
C18 -0.16622 -2.14521 4.26567
C19 -1.95942 1.87282 -0.45941
C20 1.29362 2.76598 -2.22727
C21 0.63215 0.16076 3.38250
C22 -0.10420 2.51124 -2.79713
B1 0.33190 -0.47472 1.18687
H1 -2.11482 -1.09690 -4.56833
H2 2.74447 0.56537 3.64018
H3 -0.17284 2.25187 0.73277
H4 2.07885 -3.00230 3.01593
H5 -2.38816 1.88987 -4.54584
H6 -0.73233 -0.00298 -4.62015
H7 2.73845 -1.44347 2.52915
H8 0.02337 2.03903 -3.78022
H9 -0.93381 4.38277 -2.06704
H10 1.87092 3.38991 -2.91412
H11 -1.86818 3.68404 -3.38609
H12 1.83804 1.83782 -2.04607
H13 2.58572 -1.83538 4.25167
H14 -0.84126 3.69994 -0.04394
H15 -3.96846 1.89154 -1.31438
H16 -0.05502 -3.21662 4.09979
H17 1.67371 1.87392 4.14254
H18 -1.53457 0.25088 3.41046
H19 -1.21909 -1.89452 4.15374
H20 -2.76031 -0.23047 -2.34553
H21 4.47975 -3.42891 0.12540
H22 -3.60165 2.03160 -3.27818
H23 1.84052 0.43860 5.15988
H24 -2.16648 0.95467 0.10699
H25 -3.17943 3.47542 -1.31515
H26 -0.71933 1.75656 3.84239
H27 3.18003 -5.55851 0.47514
H28 -1.64206 2.99663 1.35468
H29 0.71373 -5.57078 -0.03123
H30 -3.69713 0.72585 -4.45577
H31 -0.79457 0.42746 5.01083
H32 -0.31646 4.45860 -3.70859
H33 1.23071 3.29258 -1.27303
H34 -0.80811 -1.29454 -3.40109
H35 -3.78881 2.78548 0.18614
H36 0.14200 -1.92556 5.29101

Summary:
Net charge ... -1
2S+1 ... 3
Energy above the lowest of the compared OMol25 structures with the same formula, charge and spin ... 0.610 eV
Electronic energy ... -1860.395168 a.u.
Strongest force on any atom ... 0.541 eV Å⁻¹

---

The following is a quantum chemistry calculation of a molecular structure, C22H36CaN5OPS2, from the OMol25 dataset.

Atoms and positions in Å:
Ca1 -0.56809 -1.73674 -0.24964
S1 -0.85304 -1.23107 -2.90476
S2 -1.55940 -3.90256 1.05272
P1 2.55047 0.00550 -0.46429
O1 1.54973 -1.00984 0.00096
N1 2.05339 1.55402 -0.67145
N2 3.70307 0.14144 0.71945
N3 -1.19073 -1.00091 2.06784
N4 -2.35171 0.07955 -0.46750
N5 3.13998 -0.44672 -1.92949
C1 -1.69479 2.58672 -3.83837
C2 -2.37423 -1.68288 2.55556
C3 4.03648 -1.04014 1.50673
C4 -3.53753 -0.75769 -0.75688
C5 -1.34094 0.42680 1.80057
C6 -1.28349 1.26923 -3.84762
C7 2.89564 -1.75102 -2.52438
C8 -2.48584 0.74423 0.84800
C9 -2.09180 0.94710 -1.60798
C10 -1.45174 0.41545 -2.74718
C11 -2.61307 -3.00293 2.13906
C12 4.81117 1.07429 0.60378
C13 -2.53826 2.26861 -1.62479
C14 -3.76304 -3.62658 2.64649
C15 -4.35698 -1.68890 3.93706
C16 -3.22692 -1.05107 3.45532
C17 1.43395 2.01408 -1.91271
C18 -2.32920 3.09783 -2.71484
C19 -4.62118 -2.98815 3.52012
C20 -0.05987 -1.25320 2.96803
C21 4.08313 0.37804 -2.66262
C22 1.86204 2.47470 0.43789
H1 0.79804 2.69642 0.56788
H2 -4.44441 -0.14474 -0.81249
H3 1.97423 2.88418 -2.29848
H4 -0.39858 0.76219 1.34839
H5 5.67471 0.62124 0.10253
H6 -5.50148 -3.50533 3.88106
H7 5.12617 1.38134 1.60364
H8 -2.67977 4.12129 -2.69138
H9 3.17226 -1.69236 1.59128
H10 -5.01786 -1.18054 4.62661
H11 4.16993 1.36209 -2.20557
H12 4.86153 -1.60574 1.05748
H13 4.51486 1.96311 0.05025
H14 0.85407 -0.83996 2.53587
H15 0.06037 -2.32982 3.08490
H16 -3.96433 -4.64028 2.32493
H17 -1.46918 1.02043 2.71803
H18 -1.53311 3.21181 -4.70784
H19 3.82732 -2.32141 -2.59142
H20 -2.51750 1.82670 0.75512
H21 2.47275 -1.63287 -3.52480
H22 -3.08338 2.66971 -0.78188
H23 2.37622 3.41938 0.23719
H24 1.43434 1.22616 -2.66127
H25 0.39519 2.30036 -1.73618
H26 -3.65980 -1.50538 0.02986
H27 4.34239 -0.73290 2.50906
H28 3.74072 0.51374 -3.69256
H29 5.07500 -0.08407 -2.69196
H30 -0.79834 0.85427 -4.72217
H31 -3.01017 -0.04032 3.78130
H32 -3.42996 0.43857 1.29817
H33 2.17947 -2.30748 -1.92978
H34 -0.22837 -0.80347 3.95474
H35 2.24993 2.05363 1.36228
H36 -3.39049 -1.26709 -1.70787

Summary:
Energy above the lowest of the compared OMol25 structures with the same formula, charge and spin ... 0.000 eV
Electronic energy ... -3024.472175 a.u.
Strongest force on any atom ... 0.284 eV Å⁻¹

---

The following is a quantum chemistry calculation of 11 unconnected molecules or ions with the total composition C22H36Cl6F4N4O20, from the OMol25 dataset.

Atoms and positions in Å:
Cl1 -2.25503 -3.00783 6.38370
Cl2 3.24490 -5.11935 -1.85963
Cl3 4.62608 -2.57477 -0.05942
Cl4 -3.19139 -2.61194 2.98039
Cl5 2.17478 1.16904 -5.67482
Cl6 1.73497 -3.04263 -4.79228
F1 1.53017 -2.53029 2.87396
F2 -0.07970 3.50008 3.02196
F3 -1.28821 5.19233 -1.46372
F4 4.51013 2.04176 0.65747
O1 1.60360 1.11531 -2.38490
O2 1.97687 2.84923 -1.02361
O3 -2.63693 4.81195 -3.24002
O4 -5.59774 -4.11999 -1.01661
O5 -1.68469 2.88762 -3.91167
O6 2.35660 -0.79455 5.16550
O7 -3.50032 4.78179 1.83456
O8 -2.25427 -5.31155 -3.59620
O9 2.26209 1.33440 4.26592
O10 -1.14697 -1.79704 0.44871
O11 -2.36265 -3.50520 -2.63805
O12 -6.10693 -3.51694 1.02791
O13 -3.23146 3.86343 -5.23608
O14 -1.58443 3.58930 1.50270
O15 3.68931 1.39805 -1.37358
O16 -2.40041 1.01095 1.62646
O17 -2.11409 1.05675 3.71329
O18 2.68676 -0.48339 2.99424
O19 -1.47721 5.73604 1.65380
O20 0.56034 -1.48273 -0.86715
N1 -2.82860 1.01462 2.72020
N2 -5.64086 -3.33650 -0.08967
N3 -0.15961 -1.18408 0.03046
N4 -1.75838 -4.49769 -2.92960
C1 4.18324 -2.45482 -1.75780
C2 -2.31515 4.69854 1.65705
C3 2.66375 -1.87877 3.25691
C4 2.44539 0.14609 4.12288
C5 -4.30377 0.79032 2.84434
C6 2.91528 -1.96424 4.74766
C7 -0.21959 3.78673 1.76684
C8 0.23774 0.13097 0.71366
C9 2.36563 1.74735 -1.68404
C10 4.23194 2.44093 -0.54616
C11 2.10283 -1.29618 -4.50501
C12 -1.97513 4.29089 -2.10547
C13 -1.92547 -1.65218 5.21417
C14 4.45613 -3.84313 -2.42774
C15 -2.55167 3.87331 -4.22022
C16 -5.04094 -2.01831 -0.27048
C17 -1.12050 3.18947 -2.69986
C18 -0.24752 -4.70262 -2.76701
C19 -0.15612 5.29226 1.66657
C20 3.10069 3.44870 -0.46974
C21 -1.68380 -2.09534 3.77792
C22 1.94179 -0.60174 -5.90037
H1 2.71407 3.73224 0.50915
H2 -4.33280 -0.26723 3.10675
H3 -1.07858 -1.22385 5.75028
H4 4.26340 -3.78886 -3.49918
H5 -0.09938 0.11849 1.75015
H6 -4.86195 0.98261 1.92807
H7 2.65224 -0.84507 -6.69040
H8 0.15467 -5.11474 -3.69249
H9 -4.55840 1.40641 3.70672
H10 -4.03124 -2.28132 0.04484
H11 1.50794 -1.02739 -3.63211
H12 1.32219 0.17315 0.81515
H13 4.65083 -1.57644 -2.20266
H14 -2.68807 -0.87732 5.29240
H15 5.04726 3.06222 -0.91681
H16 -1.03341 -2.96850 3.72588
H17 3.13314 -2.17032 -1.82451
H18 -5.35622 -1.20626 0.38471
H19 3.47231 -2.39694 2.74132
H20 3.98726 -1.93648 4.94300
H21 -0.15615 0.87861 0.02519
H22 5.50835 -4.11340 -2.33893
H23 2.35393 -2.77887 5.20524
H24 3.14622 -1.10553 -4.25384
H25 -1.01225 2.29256 -2.09001
H26 -5.12010 -1.67978 -1.30355
H27 -0.10176 3.54559 -2.85302
H28 0.59426 3.35286 1.18588
H29 -0.04963 -5.49313 -2.04312
H30 -1.21991 -1.50018 2.99135
H31 0.90291 -0.65599 -6.22577
H32 -2.69298 3.97746 -1.34747
H33 3.29105 4.28958 -1.13667
H34 0.13647 -3.74002 -2.42930
H35 0.33549 5.52273 0.72142
H36 0.45737 5.64872 2.49401

Summary:
Net charge ... +1
2S+1 ... 2
Electronic energy ... -5743.522429 a.u.
Strongest force on any atom ... 7.034 eV Å⁻¹